Record 1
Entry from the Open Molecules 2025 dataset: 3 unconnected molecules or ions with the total composition C4H14O3 (ωB97M-V/def2-TZVPD).

Each line ends with the Mulliken charge.
Atoms and positions in Å:
C1 -1.460 0.895 -2.286  -1.563
C2 -1.563 1.050 -0.745  -0.344
C3 -0.289 0.975 0.065  -0.108
C4 -0.254 1.928 1.265  -1.817
O1 -0.112 -0.374 0.563  -0.060
H1 -0.430 0.883 -2.670  0.474
H2 -1.790 -0.114 -2.553  0.440
H3 -1.962 1.696 -2.828  0.329
H4 -2.269 0.262 -0.466  0.215
H5 -2.145 1.941 -0.483  0.485
H6 0.602 1.225 -0.510  0.255
H7 0.776 2.050 1.589  0.471
H8 -0.859 1.641 2.112  0.273
H9 -0.657 2.869 0.930  0.550
H10 0.648 -0.744 0.095  -0.163
H11 2.907 -0.139 1.549  0.432
H12 1.531 -0.091 2.090  0.293
O2 2.392 0.342 2.213  -0.822
H13 -0.162 -3.711 -1.368  0.505
H14 0.882 -4.836 -1.137  0.794
O3 0.720 -3.889 -1.007  -1.640

Computed properties:
Net charge   -1
DFT total energy   -386.46019 Ha
<S²>   0.750
HOMO level (alpha / beta)   0.9 / -7.0 eV
ΔE to the lowest compared entry with this formula, charge and spin   7.7 kcal/mol
Multiplicity   2



Record 2
Entry from the Open Molecules 2025 dataset: 3 unconnected molecules or ions with the total composition C4H14O3 (ωB97M-V/def2-TZVPD).

Each line ends with the Mulliken charge.
Atoms and positions in Å:
C1 -1.987 1.428 0.609  -1.109
C2 -1.463 0.376 -0.338  -0.528
C3 -0.004 0.551 -0.916  0.239
C4 0.301 -0.640 -1.866  -1.400
O1 0.861 0.566 0.184  -0.444
H1 -2.580 0.966 1.459  0.271
H2 -2.633 2.113 0.038  0.291
H3 -1.196 1.965 1.121  0.313
H4 -1.394 -0.604 0.206  0.163
H5 -2.165 0.190 -1.141  0.459
H6 0.125 1.448 -1.515  0.260
H7 1.311 -0.949 -1.945  0.417
H8 -0.248 -1.507 -1.524  0.364
H9 -0.185 -0.279 -2.805  0.358
H10 1.638 0.074 -0.143  0.306
O2 2.027 0.859 2.946  -0.621
H11 2.064 1.761 2.713  0.296
H12 1.574 0.279 2.363  0.349
O3 1.410 -2.491 0.049  -0.549
H13 0.608 -2.805 0.484  0.295
H14 1.937 -3.302 0.023  0.271

Computed properties:
DFT total energy   -386.48912 Ha
HOMO level   -10.1 eV
ΔE to the lowest compared entry with this formula, charge and spin   23.6 kcal/mol



Record 3
Entry from the Open Molecules 2025 dataset: 4 unconnected molecules or ions with the total composition C4H14O3 (ωB97M-V/def2-TZVPD).

Each line ends with the Mulliken charge.
Atoms and positions in Å:
C1 0.069 1.591 -1.673  -0.779
C2 -0.355 0.281 -1.562  0.577
C3 0.553 -0.900 -1.186  -1.011
C4 -1.764 -0.249 -1.940  -1.170
H1 -0.593 2.195 -2.229  0.287
H2 1.079 1.892 -1.389  0.326
H3 1.247 -1.162 -2.032  0.326
H4 1.198 -0.817 -0.215  0.158
H5 -0.064 -1.725 -1.098  0.397
H6 -1.713 -0.846 -2.935  0.307
H7 -2.244 -0.838 -1.114  0.329
H8 -2.544 0.639 -2.040  0.311
O1 -0.635 1.108 1.594  -0.743
H9 -0.602 1.172 0.621  0.319
H10 0.217 1.534 1.718  0.368
O2 -0.191 -1.469 2.372  -0.721
H11 -0.425 -0.528 2.132  0.484
H12 0.147 -1.256 3.274  0.316
O3 2.293 0.235 2.528  -0.633
H13 1.460 -0.315 2.361  0.247
H14 2.867 -0.541 2.813  0.307

Computed properties:
DFT total energy   -386.46595 Ha
HOMO level   -9.6 eV
ΔE to the lowest compared entry with this formula, charge and spin   38.2 kcal/mol



Record 4
Entry from the Open Molecules 2025 dataset: 3 unconnected molecules or ions with the total composition C4H14O3 (ωB97M-V/def2-TZVPD).

Each line ends with the Mulliken charge.
Atoms and positions in Å:
C1 -3.027 2.071 0.150  -1.127
C2 -2.359 1.517 -1.099  -0.126
O1 -1.097 1.974 -0.994  -0.506
H1 -2.693 1.726 1.128  0.370
H2 -4.050 1.694 0.124  0.321
H3 -3.130 3.156 0.173  0.298
H4 -2.772 1.890 -2.036  0.268
H5 -2.123 0.455 -1.027  0.188
H6 -0.914 1.867 -0.057  0.309
C3 1.216 -2.618 -0.162  -0.994
C4 2.595 -2.136 -0.536  -0.113
O2 2.769 -0.727 -0.288  -0.507
H7 0.410 -2.191 -0.759  0.241
H8 0.951 -2.464 0.884  0.286
H9 1.128 -3.656 -0.485  0.332
H10 2.805 -2.154 -1.606  0.277
H11 3.353 -2.702 0.004  0.217
H12 3.248 -0.243 -0.966  0.282
O3 0.994 1.144 2.430  -0.631
H13 1.493 0.596 1.825  0.319
H14 1.203 0.797 3.297  0.294

Computed properties:
DFT total energy   -386.45291 Ha
HOMO level   -9.6 eV
ΔE to the lowest compared entry with this formula, charge and spin   46.4 kcal/mol



Record 5
Entry from the Open Molecules 2025 dataset: 3 unconnected molecules or ions with the total composition C4H14O4 (ωB97M-V/def2-TZVPD).

Each line ends with the Mulliken charge.
Atoms and positions in Å:
C1 0.683 -2.282 -2.330  -0.726
O1 -0.037 -1.163 -2.829  -0.544
C2 1.909 -1.846 -1.532  -0.285
C3 1.554 -1.174 -0.209  -1.208
C4 1.234 0.332 -0.369  -1.213
O2 0.190 0.739 0.493  0.964
H1 0.053 -2.894 -1.680  0.322
H2 0.879 -2.842 -3.236  0.367
H3 -0.678 -0.745 -2.248  0.313
H4 2.570 -1.247 -2.171  0.297
H5 2.582 -2.706 -1.384  0.382
H6 2.297 -1.272 0.583  0.323
H7 0.672 -1.689 0.171  0.086
H8 0.847 0.464 -1.377  0.156
H9 2.128 0.951 -0.347  0.071
H10 0.281 0.299 1.352  -0.124
H11 -1.635 1.281 3.595  0.429
H12 -2.360 2.569 3.050  0.124
O3 -1.815 2.218 3.762  -0.552
H13 -4.045 3.567 2.956  0.430
H14 -3.260 3.970 1.753  0.453
O4 -4.050 3.470 1.996  -1.067

Computed properties:
Net charge   -1
DFT total energy   -461.69094 Ha
<S²>   0.750
HOMO level (alpha / beta)   0.9 / -6.7 eV
ΔE to the lowest compared entry with this formula, charge and spin   26.5 kcal/mol
Multiplicity   2



Record 6
Entry from the Open Molecules 2025 dataset: 3 unconnected molecules or ions with the total composition C4H14O4 (ωB97M-V/def2-TZVPD).

Each line ends with the Mulliken charge.
Atoms and positions in Å:
O1 -1.865 3.146 -0.185  -0.516
C1 -0.517 2.943 0.418  -0.599
C2 0.019 1.585 0.008  -0.278
C3 0.303 1.333 -1.492  -0.532
C4 0.080 -0.182 -1.841  -0.667
O2 -0.918 -0.736 -0.883  -0.646
H1 -2.264 2.360 0.040  0.281
H2 -0.084 3.793 0.004  0.365
H3 -0.608 3.055 1.548  0.249
H4 1.028 1.445 0.380  0.354
H5 -0.397 0.665 0.607  0.222
H6 1.394 1.486 -1.826  0.285
H7 -0.287 1.899 -2.184  0.344
H8 0.992 -0.814 -1.652  0.226
H9 -0.221 -0.637 -2.672  0.517
H10 -1.833 -0.356 -1.080  0.318
O3 3.323 -5.192 2.103  -0.638
H11 3.018 -4.510 2.612  0.300
H12 2.610 -5.948 2.059  0.338
O4 -1.553 -1.934 1.480  -0.643
H13 -0.805 -1.833 1.979  0.271
H14 -1.412 -1.570 0.576  0.447

Computed properties:
DFT total energy   -461.65772 Ha
HOMO level   -10.6 eV
ΔE to the lowest compared entry with this formula, charge and spin   61.8 kcal/mol



Record 7
Entry from the Open Molecules 2025 dataset: 5 unconnected molecules or ions with the total composition C4H14O4 (ωB97M-V/def2-TZVPD).

Each line ends with the Mulliken charge.
Atoms and positions in Å:
C1 0.475 1.515 -0.933  -1.087
C2 -2.782 -0.496 -0.939  -0.633
O1 -0.293 0.742 1.518  -0.574
C3 -1.818 0.487 -0.822  -0.148
C4 -0.559 0.577 -1.418  0.467
H1 1.318 0.954 -0.479  0.272
H2 0.907 2.127 -1.740  0.414
H3 0.087 2.154 -0.143  0.376
H4 -2.645 -1.372 -1.560  0.354
H5 -3.738 -0.338 -0.454  0.263
H6 -0.431 0.538 2.446  0.226
H7 -2.106 1.270 -0.124  0.184
H8 -0.277 -0.152 -2.157  0.356
H9 -1.225 -1.378 -0.313  0.317
H10 0.712 0.854 1.407  0.319
O2 -0.535 -1.939 -0.004  -0.660
H11 3.007 0.971 1.586  0.184
H12 1.770 -2.301 0.261  0.241
O3 2.210 0.951 1.050  -0.982
H13 0.335 -1.586 0.294  0.510
H14 2.208 -0.380 0.801  0.474
O4 2.032 -1.423 0.506  -0.871

Computed properties:
DFT total energy   -461.55798 Ha
HOMO level   -9.1 eV
ΔE to the lowest compared entry with this formula, charge and spin   124.4 kcal/mol



Record 8
Entry from the Open Molecules 2025 dataset: 2 unconnected molecules or ions with the total composition C4H14OSi2 (ωB97M-V/def2-TZVPD).

Each line ends with the Mulliken charge.
Atoms and positions in Å:
C1 3.413 0.654 -0.290  -0.608
C2 -2.129 -0.622 1.505  -1.123
C3 -1.748 -0.564 -1.582  -1.691
C4 -0.677 1.785 0.237  -0.926
O1 2.286 0.130 0.381  -0.078
Si1 1.180 -1.038 0.059  0.027
Si2 -0.942 -0.087 0.139  0.409
H1 4.173 -0.081 -0.035  0.272
H2 3.793 1.583 0.160  0.248
H3 3.306 0.783 -1.381  0.289
H4 -2.901 0.076 1.767  0.378
H5 -2.839 -1.482 1.131  0.248
H6 -1.641 -0.803 2.395  0.386
H7 -2.215 -1.499 -1.619  0.490
H8 -2.538 0.018 -1.892  0.508
H9 -1.266 -0.648 -2.458  0.547
H10 -0.499 2.067 -0.825  0.239
H11 -1.578 2.327 0.635  0.326
H12 0.159 1.871 0.960  0.275
H13 1.361 -2.309 1.592  -0.098
H14 1.302 -2.161 -0.879  -0.120

Computed properties:
DFT total energy   -814.95385 Ha
HOMO level   -8.8 eV
ΔE to the lowest compared entry with this formula, charge and spin   91.1 kcal/mol



Question: The lowest DFT total energy belongs to which entry?
Answer: C4H14OSi2



Question: Among the records above, which one has the highest DFT total energy?
Answer: number 4



Question: Which formula does entry 2 have?
Answer: C4H14O3



Question: Which of these has the lowest DFT total energy?
Answer: C4H14OSi2